This record from the OMol25 dataset describes an isolated molecule of C3H7NO2 at a distorted geometry. The level of theory is the ωB97M-V functional and the def2-TZVPD basis.

Bonds (Å) are listed after each position.
Geometry (Å):
1 C 1.541 0.510 0.172  C2 1.659, H5 1.107, H6 1.211, O12 1.507
2 C -0.099 0.632 -0.047  C1 1.659, H7 1.231, H8 1.137, N11 1.453
3 C -2.315 -0.609 -0.027  H10 1.118, N11 1.599, O13 1.391
4 H 2.978 -0.936 -0.320  O12 1.037
5 H 2.063 1.436 -0.136  C1 1.107
6 H 1.739 0.368 1.358  C1 1.211
7 H -0.313 0.975 -1.210  C2 1.231
8 H -0.616 1.417 0.592  C2 1.137
9 H -0.351 -1.394 0.269  N11 0.989
10 H -2.734 -1.638 0.092  C3 1.118
11 N -0.797 -0.534 0.467  C2 1.453, C3 1.599, H9 0.989
12 O 2.067 -0.607 -0.692  C1 1.507, H4 1.037
13 O -3.163 0.379 -0.517  C3 1.391

Values from the calculation:
SMILES: O=CNCCO
F_max (eV Å⁻¹): 9.6
LUMO level (eV): 0.5740
Orbital gap (eV): 10.5
Multiplicity: 1
Total charge: 0
Relative energy (zero: lowest compared OMol25 entry of this formula, charge and spin) (kJ/mol): 407.6